The following is a quantum chemistry calculation of a gas-phase ion, C17H21N4O3S (charge -1) in a non-equilibrium geometry, from the OMol25 dataset.

Each line ends with the Löwdin charge.
Positions of all 46 atoms, in Å:
C: -4.300 -2.273 0.934  -0.08
N: -3.096 -1.775 0.344  0.00
C: -3.039 -0.801 -0.600  -0.42
O: -4.105 -0.277 -0.994  0.00
C: -1.643 -0.327 -1.024  -0.19
C: -1.441 1.078 -0.426  -0.09
C: -0.137 1.749 -0.721  -0.16
C: 0.916 1.268 -1.446  -0.04
N: 1.966 2.159 -1.386  0.08
C: 1.636 3.268 -0.621  -0.18
C: 2.296 4.494 -0.336  -0.03
C: 1.705 5.381 0.584  -0.12
C: 0.390 5.159 1.032  -0.11
C: -0.330 4.007 0.597  -0.02
C: 0.290 3.026 -0.189  -0.13
N: -0.611 -1.259 -0.577  0.09
C: -0.274 -2.359 -1.204  -0.47
O: -0.691 -2.686 -2.333  0.03
C: 0.726 -3.237 -0.423  -0.28
C: -0.007 -4.107 0.643  -0.58
S: -0.471 -3.038 2.051  0.35
N: 1.753 -2.517 0.340  0.04
C: 2.665 -1.634 -0.120  -0.55
C: 3.439 -0.860 0.937  0.00
O: 2.865 -1.367 -1.296  0.02
H: -5.039 -2.297 0.116  0.08
H: -4.156 -3.251 1.384  0.08
H: -4.624 -1.517 1.687  0.09
H: -2.232 -2.171 0.683  0.00
H: -1.634 -0.223 -2.090  0.15
H: -2.220 1.725 -0.840  0.13
H: -1.594 0.984 0.670  0.14
H: 0.930 0.335 -1.944  0.11
H: 2.831 1.965 -1.858  0.15
H: 3.296 4.676 -0.702  0.09
H: 2.277 6.223 0.964  0.09
H: -0.091 5.869 1.730  0.09
H: -1.340 3.885 0.898  0.09
H: -0.269 -1.187 0.382  0.09
H: 1.226 -3.898 -1.069  0.12
H: -0.904 -4.574 0.232  0.06
H: 0.660 -4.878 1.041  0.05
H: 1.597 -2.574 1.351  0.03
H: 3.941 -0.077 0.441  0.06
H: 4.086 -1.579 1.466  0.09
H: 2.754 -0.507 1.691  0.07

The total charge is -1. The value obtained for the max |F| is 2.94 eV/Å. As for the HOMO energy: -4.2 eV. Its molar mass is 361.4 g/mol.



The following is a quantum chemistry calculation of a molecular structure, C27H36HfN in a non-equilibrium geometry, from the OMol25 dataset.

Each line ends with the Löwdin charge.
Positions of all 65 atoms, in Å:
C: 1.410 -1.733 0.694  -0.29
C: 1.964 -1.132 -0.477  -0.29
C: 1.007 -1.263 -1.540  -0.32
C: -0.116 -1.999 -1.033  -0.31
C: 0.112 -2.233 0.366  -0.30
Hf: -0.063 0.168 0.003  1.74
C: -3.532 1.423 -1.242  -0.24
C: -2.945 1.075 -0.022  -0.21
H: -2.694 1.830 0.739  0.09
C: -2.307 -0.230 0.243  -0.29
H: -2.686 -0.976 -0.471  0.04
H: -2.546 -0.648 1.243  0.05
C: -3.589 2.957 -1.475  -0.08
H: -2.936 3.465 -0.740  0.06
H: -3.102 3.206 -2.432  0.06
H: -4.543 3.499 -1.482  0.08
C: -3.053 0.655 -2.499  -0.06
H: -2.033 0.230 -2.346  0.05
H: -3.662 -0.142 -2.952  0.09
H: -2.798 1.368 -3.298  0.07
C: 3.371 -0.673 -0.624  -0.02
H: 3.723 -0.203 0.301  0.08
H: 4.064 -1.497 -0.851  0.11
H: 3.464 0.063 -1.425  0.06
C: 1.240 -0.871 -2.960  -0.01
H: 1.666 0.135 -3.021  0.06
H: 1.934 -1.560 -3.461  0.11
H: 0.306 -0.867 -3.531  0.08
C: -1.177 -2.637 -1.871  -0.02
H: -1.295 -2.124 -2.830  0.08
H: -0.916 -3.682 -2.091  0.11
H: -2.153 -2.652 -1.378  0.07
C: -0.725 -3.073 1.275  -0.01
H: -1.760 -3.141 0.928  0.09
H: -0.319 -4.092 1.342  0.11
H: -0.760 -2.667 2.291  0.06
C: 2.183 -2.084 1.915  -0.01
H: 1.529 -2.241 2.776  0.07
H: 2.761 -3.011 1.775  0.11
H: 2.897 -1.299 2.183  0.08
C: 0.892 2.164 -1.010  -0.22
C: 0.177 3.234 -1.834  -0.05
C: 2.224 2.251 -1.385  -0.22
C: 0.331 2.862 -3.166  -0.13
H: -0.699 3.860 -1.680  0.08
C: 2.604 2.569 -2.725  -0.12
H: 2.984 2.036 -0.636  0.09
C: 1.620 2.679 -3.696  -0.10
H: -0.515 2.718 -3.823  0.10
H: 3.658 2.680 -2.940  0.10
H: 1.847 2.637 -4.764  0.12
N: 0.257 1.207 2.014  0.00
C: 0.192 0.452 3.272  -0.31
C: 1.336 0.350 4.047  -0.04
C: 1.340 -0.567 5.115  -0.06
C: 0.195 -1.325 5.370  -0.07
C: -0.972 -1.149 4.626  -0.06
C: -0.991 -0.186 3.598  -0.04
H: 1.153 1.708 1.937  0.11
H: -0.437 1.966 2.054  0.12
H: 2.219 0.950 3.813  0.12
H: 2.235 -0.679 5.729  0.12
H: 0.208 -2.060 6.180  0.12
H: -1.870 -1.735 4.837  0.12
H: -1.911 0.032 3.047  0.10

The total charge is +1. The value obtained for the max |F| is 4.79 eV/Å. As for the HOMO energy: -10.4 eV. Its molar mass is 553.1 g/mol.



The following is a quantum chemistry calculation of a single C18H25FN2O2 molecule, from the OMol25 dataset.

Each line ends with the Löwdin charge.
Positions of all 48 atoms, in Å:
C: 0.762 -5.701 2.886  -0.10
C: 1.030 -4.365 2.205  -0.21
C: 0.916 -4.438 0.677  -0.33
C: 1.912 -5.395 0.006  -0.20
C: 3.379 -5.100 0.304  -0.10
N: 1.050 -3.104 0.122  0.09
C: 0.056 -2.466 -0.524  -0.45
O: -1.019 -2.970 -0.766  0.07
C: 0.431 -1.038 -0.952  -0.18
C: 0.716 -0.143 0.259  -0.03
C: -0.578 0.634 0.475  -0.46
O: -0.867 1.288 1.452  0.08
N: -1.346 0.464 -0.617  -0.05
C: -2.613 1.120 -0.788  -0.12
C: -2.494 2.380 -1.666  -0.12
C: -1.460 3.300 -1.083  -0.25
C: -0.161 3.305 -1.572  -0.04
C: 0.818 4.088 -0.986  -0.01
C: 0.477 4.867 0.103  -0.27
F: 1.428 5.634 0.681  0.05
C: -0.808 4.887 0.611  0.00
C: -1.771 4.098 0.011  -0.03
C: -0.760 -0.362 -1.644  -0.10
H: 0.744 -5.571 3.966  0.07
H: -0.200 -6.099 2.573  0.08
H: 1.533 -6.428 2.646  0.07
H: 0.297 -3.634 2.555  0.12
H: 2.020 -3.999 2.485  0.10
H: -0.098 -4.760 0.413  0.14
H: 1.678 -6.413 0.319  0.10
H: 1.748 -5.338 -1.072  0.11
H: 3.596 -5.209 1.364  0.07
H: 4.010 -5.797 -0.241  0.07
H: 3.651 -4.093 -0.005  0.07
H: 1.918 -2.624 0.296  0.14
H: 1.293 -1.109 -1.619  0.15
H: 0.974 -0.691 1.165  0.12
H: 1.511 0.578 0.058  0.13
H: -2.950 1.406 0.212  0.13
H: -3.326 0.416 -1.227  0.13
H: -2.218 2.093 -2.682  0.11
H: -3.469 2.869 -1.699  0.12
H: 0.095 2.694 -2.425  0.11
H: 1.830 4.098 -1.359  0.12
H: -1.038 5.504 1.465  0.12
H: -2.776 4.097 0.404  0.12
H: -1.481 -1.114 -1.981  0.13
H: -0.441 0.241 -2.502  0.12

The value obtained for the max |F| is 0.64 eV/Å. As for the HOMO energy: -8.8 eV. Its molar mass is 320.4 g/mol.



The following is a quantum chemistry calculation of a molecular structure, C33H53FN6P3PtSi, from the OMol25 dataset.

Each line ends with the Mulliken spin population.
Positions of all 98 atoms, in Å:
Pt: 0.446 -0.157 -0.029  0.50
C: 4.278 2.760 0.817  0.01
Si: 2.987 1.673 0.025  -0.03
C: 3.815 0.620 -1.245  0.02
C: 1.820 2.871 -0.777  0.03
N: 2.066 0.566 1.151  0.51
C: 2.387 0.163 2.392  0.06
C: 3.653 0.423 3.004  0.13
C: 3.970 -0.020 4.262  -0.07
C: 3.035 -0.752 5.001  0.20
C: 1.791 -1.039 4.454  -0.08
C: 1.485 -0.600 3.187  0.18
F: 0.271 -0.903 2.698  0.01
H: 4.481 3.558 0.096  0.00
H: 5.227 2.258 1.017  0.00
H: 3.932 3.237 1.738  0.00
H: 4.380 1.271 -1.920  0.00
H: 3.078 0.067 -1.830  0.00
H: 4.521 -0.086 -0.802  0.00
H: 2.324 3.247 -1.674  0.00
H: 1.611 3.730 -0.133  0.00
H: 0.872 2.426 -1.084  -0.01
H: 4.390 0.968 2.440  0.01
H: 4.946 0.195 4.675  0.00
H: 3.277 -1.100 5.996  0.01
H: 1.046 -1.607 4.995  0.00
C: -0.329 2.642 1.961  0.02
P: -1.313 1.350 1.118  0.06
C: -1.806 2.217 -0.445  -0.03
N: -2.164 3.471 -0.403  0.00
C: -2.491 4.077 -1.579  0.01
C: -2.885 5.437 -1.573  -0.01
C: -3.216 6.043 -2.747  0.01
C: -3.163 5.329 -3.974  0.00
C: -2.780 4.022 -4.002  0.00
C: -2.437 3.370 -2.793  0.00
N: -2.055 2.062 -2.822  0.02
C: -1.746 1.500 -1.687  -0.01
P: -1.091 -0.237 -1.724  0.09
C: -0.453 -0.320 -3.417  0.01
C: -2.609 -1.344 -1.714  0.01
C: -3.839 -0.542 -2.155  0.00
C: -2.427 -2.504 -2.703  0.00
C: -2.831 -1.914 -0.310  -0.03
C: -2.899 1.366 2.140  0.12
C: -2.658 0.404 3.311  0.03
C: -4.075 0.876 1.298  0.02
C: -3.227 2.759 2.682  0.00
H: -0.750 3.628 1.764  0.00
H: 0.701 2.609 1.621  0.00
H: -0.340 2.454 3.035  -0.01
H: -2.917 5.960 -0.626  0.00
H: -3.525 7.080 -2.750  0.00
H: -3.433 5.833 -4.893  0.00
H: -2.732 3.456 -4.924  0.00
H: -1.237 -0.103 -4.141  0.00
H: -0.032 -1.306 -3.604  0.00
H: 0.332 0.430 -3.519  0.00
H: -3.703 -0.109 -3.147  0.00
H: -4.086 0.269 -1.468  0.00
H: -4.697 -1.219 -2.197  0.00
H: -2.407 -2.161 -3.736  0.00
H: -3.284 -3.175 -2.599  0.00
H: -1.530 -3.095 -2.520  0.00
H: -2.760 -1.158 0.470  0.02
H: -2.098 -2.681 -0.068  0.00
H: -3.823 -2.372 -0.260  0.00
H: -2.471 -0.616 2.965  0.01
H: -3.539 0.389 3.958  0.00
H: -1.807 0.712 3.924  0.00
H: -3.931 -0.133 0.915  0.00
H: -4.279 1.544 0.459  0.00
H: -4.969 0.860 1.928  0.00
H: -2.503 3.100 3.422  0.00
H: -4.199 2.706 3.182  0.00
H: -3.291 3.505 1.890  0.00
C: 3.530 -4.738 0.581  0.00
N: 2.161 -4.715 1.097  0.02
C: 1.291 -5.401 0.138  0.00
N: 1.362 -4.865 -1.224  0.00
C: 2.760 -4.884 -1.662  0.00
N: 3.669 -4.173 -0.762  0.01
C: 3.429 -2.731 -0.767  0.01
P: 1.712 -2.306 -0.194  0.12
C: 1.716 -3.343 1.347  0.02
C: 0.822 -3.506 -1.276  0.01
H: 3.858 -5.777 0.543  0.00
H: 4.181 -4.195 1.268  0.00
H: 0.259 -5.348 0.489  0.00
H: 1.590 -6.449 0.104  0.00
H: 2.830 -4.449 -2.660  0.00
H: 3.086 -5.922 -1.715  0.00
H: 3.579 -2.324 -1.769  0.00
H: 4.153 -2.246 -0.110  0.00
H: 0.710 -3.339 1.771  0.00
H: 2.379 -2.880 2.083  0.01
H: 0.863 -3.134 -2.303  0.00
H: -0.222 -3.518 -0.972  0.00

The total charge is +1. The value obtained for the max |F| is 0.73 eV/Å. As for the HOMO energy (alpha / beta): -8.4 / -10.5 eV. The spin multiplicity is 3. Its molar mass is 868.9 g/mol. Its expectation value of S² is 2.046.



The following is a quantum chemistry calculation of a molecular structure, C30H29NO3PSSn, from the OMol25 dataset.

Each line ends with the Löwdin charge.
Positions of all 66 atoms, in Å:
Sn: 1.593 1.000 1.076  1.25
C: 2.121 -0.990 4.052  -0.11
C: 1.667 -1.876 3.083  -0.12
C: 0.343 -1.829 2.659  -0.13
C: -0.526 -0.894 3.208  -0.12
C: -0.069 -0.002 4.170  -0.12
C: 1.253 -0.049 4.593  -0.11
H: 3.149 -1.038 4.390  0.11
H: 2.345 -2.618 2.676  0.11
H: -0.015 -2.532 1.918  0.09
H: -1.560 -0.867 2.887  0.10
H: -0.748 0.721 4.606  0.10
H: 1.605 0.636 5.354  0.11
O: 3.735 -0.072 0.269  -0.14
C: 3.469 0.412 -0.833  -0.93
C: 3.467 -0.434 -2.065  -0.25
C: 4.526 -0.528 -2.952  -0.01
C: 4.401 -1.334 -4.074  -0.05
C: 3.227 -2.040 -4.304  -0.06
C: 2.168 -1.942 -3.412  -0.07
C: 2.274 -1.130 -2.286  -0.31
P: 0.878 -0.939 -1.104  1.06
C: -0.417 -0.074 -2.052  -0.37
C: -0.173 0.562 -3.267  -0.07
C: -1.196 1.245 -3.914  -0.07
C: -2.465 1.297 -3.355  -0.08
C: -2.709 0.681 -2.132  -0.09
C: -1.687 0.012 -1.478  -0.14
C: 0.318 -2.668 -0.971  -0.37
C: -0.821 -3.176 -1.588  -0.08
C: -1.129 -4.526 -1.468  -0.07
C: -0.304 -5.371 -0.741  -0.07
C: 0.838 -4.869 -0.126  -0.07
C: 1.144 -3.523 -0.238  -0.12
H: 5.441 0.022 -2.767  0.13
H: 5.226 -1.414 -4.771  0.11
H: 3.136 -2.670 -5.179  0.11
H: 1.255 -2.498 -3.590  0.12
H: 0.816 0.532 -3.708  0.11
H: -0.999 1.732 -4.861  0.11
H: -3.264 1.812 -3.873  0.11
H: -3.700 0.718 -1.696  0.10
H: -1.874 -0.455 -0.517  0.10
H: -1.466 -2.526 -2.168  0.10
H: -2.015 -4.919 -1.951  0.11
H: -0.546 -6.423 -0.656  0.11
H: 1.485 -5.527 0.439  0.11
H: 2.041 -3.126 0.230  0.11
S: 2.736 1.994 -0.972  0.63
O: 0.375 3.121 1.037  -0.14
C: -0.809 2.734 1.013  -0.65
O: -1.220 1.545 0.995  -0.09
C: -1.911 3.816 1.014  -0.15
N: -3.181 3.053 1.316  0.09
C: -3.620 3.414 2.712  -0.09
C: -2.385 4.052 3.337  -0.13
C: -1.756 4.808 2.160  -0.11
H: -1.963 4.260 0.024  0.17
H: -2.823 2.074 1.229  0.14
H: -3.915 3.198 0.631  0.18
H: -3.988 2.528 3.220  0.13
H: -4.427 4.138 2.630  0.13
H: -1.698 3.289 3.708  0.12
H: -2.656 4.701 4.166  0.13
H: -0.705 5.038 2.307  0.13
H: -2.294 5.736 1.959  0.13

The total charge is +1. The value obtained for the max |F| is 0.40 eV/Å. As for the HOMO energy: -10.6 eV. Its molar mass is 633.3 g/mol.



The following is a quantum chemistry calculation of a molecular structure, C17H14ClN4O6ReS2 in a non-equilibrium geometry, from the OMol25 dataset.

Each line ends with the Mulliken spin population.
Positions of all 45 atoms, in Å:
Re: 0.604 -0.173 -1.492  0.92
C: 5.883 0.689 -1.260  0.00
S: 4.817 2.142 -1.423  -0.01
C: 3.238 1.472 -1.435  0.01
S: 2.980 -0.270 -1.410  -0.05
N: 2.271 2.338 -1.490  -0.01
N: 1.029 1.847 -1.518  -0.03
C: 0.038 2.670 -1.661  0.06
C: -1.286 2.103 -1.667  0.01
C: -2.449 2.854 -1.762  0.02
C: -3.673 2.207 -1.722  0.00
C: -3.710 0.825 -1.602  0.01
C: -2.518 0.126 -1.526  0.01
N: -1.337 0.749 -1.552  0.00
H: 6.899 1.075 -1.237  0.00
H: 5.761 0.024 -2.111  0.00
H: 5.665 0.173 -0.329  0.00
H: 0.231 3.730 -1.771  0.00
H: -2.382 3.928 -1.871  0.00
H: -4.589 2.779 -1.782  0.00
H: -4.645 0.284 -1.565  0.00
H: -2.503 -0.949 -1.421  0.00
O: -1.100 -1.594 0.213  0.02
C: -0.421 -0.945 1.011  -0.01
O: 0.498 -0.133 0.571  0.01
C: -0.620 -1.013 2.479  0.01
C: -1.405 -2.036 3.004  0.00
C: -1.601 -2.117 4.370  0.00
C: -1.017 -1.164 5.188  0.00
C: -0.246 -0.132 4.681  0.00
C: -0.042 -0.062 3.315  0.00
N: -1.219 -1.255 6.646  0.00
O: -0.747 -0.368 7.329  0.00
O: -1.847 -2.206 7.063  0.00
H: -1.851 -2.761 2.339  0.00
H: -2.197 -2.903 4.809  0.00
H: 0.185 0.596 5.352  0.00
H: 0.560 0.729 2.889  0.00
Cl: 0.431 -2.519 -2.038  0.02
C: 0.404 -2.520 -3.816  0.00
C: 0.359 -1.078 -4.385  0.01
O: 0.216 -0.955 -5.566  0.00
O: 0.508 -0.110 -3.515  0.00
H: -0.474 -3.066 -4.146  0.00
H: 1.301 -3.010 -4.185  0.00

The total charge is +1. The value obtained for the max |F| is 2.61 eV/Å. As for the HOMO energy (alpha / beta): -12.0 / -12.0 eV. The spin multiplicity is 2. Its molar mass is 656.1 g/mol. Its expectation value of S² is 0.766.



What is the molar mass in the third record? 320.4 g/mol